# 1
DFT (ωB97M-V/def2-TZVPD) results for the ion C6H10IN2O2 with charge +1 at a distorted geometry.

Atoms and positions in Å:
C  -0.13  1.53  -0.48
C  1.77  0.93  2.11
C  1.72  -0.11  1.31
C  1.18  -0.33  -0.12
C  -0.19  -1.06  -0.07
C  -0.69  -1.56  -1.43
N  -0.97  -0.04  0.55
N  -0.90  2.56  -0.43
O  0.97  0.96  -0.79
O  -1.74  -2.44  -1.10
I  -2.94  0.03  0.39
H  2.20  0.83  3.11
H  1.70  1.93  1.64
H  2.03  -0.96  1.79
H  2.01  -0.79  -0.69
H  -0.22  -1.87  0.73
H  0.04  -2.12  -2.07
H  -0.97  -0.72  -2.09
H  -1.92  2.24  -0.02
H  -0.71  3.50  -0.41
H  -2.26  -2.51  -1.91

Properties
frontier orbital gap (alpha / beta)	8.530 / 8.531	eV
charge	+1
energy relative to the best compared isomer or geometry (same formula, charge and spin)	387.6	kJ/mol
HOMO (alpha / beta)	-12.7 / -12.7	eV

---

# 2
DFT (ωB97M-V/def2-TZVPD) results for a structure of composition C22H17N3O4PtSSe4.

Atoms and positions in Å:
Pt  0.85  -0.43  -0.36
O  -3.06  -1.40  -0.50
C  -1.86  -1.30  -0.54
O  -1.12  -0.58  0.24
C  -1.09  -2.08  -1.61
C  -1.80  -3.05  -2.34
C  -1.13  -3.77  -3.28
C  0.22  -3.48  -3.55
C  0.93  -4.16  -4.57
C  2.21  -3.81  -4.86
C  2.83  -2.75  -4.17
C  2.17  -2.09  -3.17
C  0.86  -2.46  -2.81
N  0.19  -1.82  -1.80
H  -2.84  -3.18  -2.10
H  -1.63  -4.55  -3.84
H  0.43  -4.95  -5.11
H  2.76  -4.33  -5.64
H  3.84  -2.45  -4.42
H  2.63  -1.26  -2.66
Se  3.27  0.06  -0.56
Se  4.42  -1.96  -0.58
Se  2.98  -3.47  0.53
Se  1.21  -2.17  1.29
C  -3.35  1.72  5.70
C  -2.11  1.74  4.85
C  -1.63  2.93  4.31
C  -0.48  2.94  3.53
C  0.18  1.75  3.29
C  -0.28  0.55  3.82
C  -1.42  0.56  4.59
S  1.60  1.72  2.24
O  2.45  0.65  2.67
O  2.09  3.06  2.09
N  0.93  1.27  0.79
C  0.53  2.13  -0.19
C  0.26  3.50  -0.19
C  -0.20  4.05  -1.37
C  -0.38  3.27  -2.51
C  -0.08  1.93  -2.45
N  0.38  1.39  -1.32
H  -3.79  2.72  5.78
H  -3.13  1.36  6.70
H  -4.11  1.06  5.27
H  -2.15  3.86  4.51
H  -0.09  3.87  3.14
H  0.27  -0.36  3.62
H  -1.79  -0.37  5.01
H  0.42  4.09  0.70
H  -0.43  5.11  -1.40
H  -0.75  3.70  -3.44
H  -0.18  1.27  -3.30

Properties
frontier orbital gap	6.150	eV
charge	0
energy relative to the best compared isomer or geometry (same formula, charge and spin)	0.0	kJ/mol
HOMO	-7.2	eV

---

# 3
DFT (ωB97M-V/def2-TZVPD) results for the ion C4H5N4S2 with charge -1 at a distorted geometry.

Atoms and positions in Å:
C  -2.41  0.48  0.07
C  -1.08  0.86  -0.04
C  -2.67  -0.95  -0.01
C  -0.37  -1.39  0.02
N  -1.59  -1.79  0.11
N  -0.06  -0.06  -0.11
N  -0.80  2.17  -0.12
N  0.68  -2.32  0.11
S  -3.53  1.76  0.08
S  -4.28  -1.35  -0.12
H  0.92  0.14  0.03
H  -0.06  2.56  0.43
H  -1.72  2.60  0.23
H  0.78  -2.66  1.09
H  1.51  -1.91  -0.19

Properties
frontier orbital gap	5.496	eV
charge	-1
HOMO	-2.6	eV

---

# 4
DFT (ωB97M-V/def2-TZVPD) results for a cluster of 2 separate species, CHNO3 in total at a distorted geometry.

Atoms and positions in Å:
C  0.79  1.08  1.88
N  1.04  0.97  -0.63
O  1.00  -0.01  2.01
O  0.65  2.21  1.91
O  0.25  0.14  -1.08
H  1.64  1.12  -1.38

Properties
frontier orbital gap	9.425	eV
charge	0
energy relative to the best compared isomer or geometry (same formula, charge and spin)	36.6	kJ/mol
HOMO	-10.3	eV

---

Calculated E in order - -791.869039 -11437.090240 -1170.868309 -319.105560 hartree